Entry 1:
Here is a molecular structure, C20H46AlOP4S at a distorted geometry from OMol25. Energies are from the ωB97M-V functional and the def2-TZVPD basis.

Geometry as XYZ:
```
73
C20H46AlOP4S | OMol25 | the ωB97M-V functional and the def2-TZVPD basis
Al -1.201 -0.288 -0.772
P -0.777 -1.984 0.928
P 1.222 0.719 1.108
P 1.981 -1.273 -1.813
H -3.508 1.147 -6.457
C -2.840 0.268 -6.470
C -3.181 -0.816 -5.756
H -4.144 -0.792 -5.244
C -2.287 -1.774 1.940
C 0.414 -2.487 2.245
C -1.018 -3.607 0.119
C 1.885 2.357 0.590
C 0.338 1.246 2.644
C 2.756 0.119 1.953
C 1.700 -2.096 -3.369
C 2.584 -2.492 -0.621
C 3.254 -0.020 -1.985
H -2.040 0.339 -7.223
H -2.684 -1.800 -5.854
H -3.175 -1.907 1.310
H -2.310 -0.763 2.371
H -2.287 -2.510 2.754
H 0.534 -1.717 3.017
H 1.404 -2.729 1.843
H 0.018 -3.394 2.729
H -1.818 -3.541 -0.627
H -1.277 -4.352 0.886
H -0.106 -3.926 -0.399
H 2.543 2.767 1.368
H 1.071 3.066 0.399
H 2.470 2.230 -0.328
H 1.054 1.701 3.344
H -0.119 0.376 3.131
H -0.451 1.972 2.407
H 3.108 0.892 2.647
H 3.546 -0.084 1.218
H 2.553 -0.794 2.526
H 2.625 -2.392 -3.867
H 1.132 -1.406 -3.993
H 1.064 -2.961 -3.194
H 3.379 -3.131 -1.062
H 1.768 -3.159 -0.310
H 2.997 -2.030 0.290
H 3.954 -0.282 -2.797
H 3.855 0.125 -1.077
H 2.805 0.946 -2.239
C -2.016 0.420 -3.408
C -0.997 1.206 -3.961
C -1.311 2.474 -4.449
C -2.630 2.916 -4.494
C -3.653 2.129 -3.943
C -3.343 0.890 -3.431
S -1.821 -1.186 -2.739
H 0.509 -0.973 -1.483
H 0.022 0.806 -3.975
H -0.530 3.128 -4.821
H -2.873 3.863 -4.969
H -4.691 2.448 -3.910
H -4.119 0.214 -3.058
C -1.451 3.783 -0.131
P -2.648 2.535 0.272
C -4.128 2.849 -0.645
C -3.148 2.591 1.982
O -2.063 1.128 -0.122
H -0.825 4.038 0.733
H -0.795 3.503 -0.968
H -2.016 4.684 -0.413
H -4.806 3.429 -0.006
H -3.905 3.400 -1.562
H -4.592 1.908 -0.940
H -3.618 1.648 2.277
H -2.324 2.814 2.662
H -3.899 3.384 2.109
```

Energy in eV: -78098.6299
Energy above the lowest of the compared OMol25 structures with the same formula, charge and spin in eV: 1.127
HOMO in eV: -15.951
Multiplicity: 1
Gap between HOMO and LUMO in eV: 6.073
Strongest force on any atom in eV Å⁻¹: 2.7
Charge: +3

Results of the Mulliken charge analysis, in e, for atoms 1 through 5:
1. Al -0.2086
2. P 1.3789
3. P 0.8851
4. P 1.0380
5. H 0.2491

=====

Entry 2:
Here is a molecular structure, C20H46BiOP4S at a distorted geometry from OMol25. Energies are from the ωB97M-V functional and the def2-TZVPD basis.

Geometry as XYZ:
```
73
C20H46BiOP4S | OMol25 | the ωB97M-V functional and the def2-TZVPD basis
Bi -0.081 1.533 -0.563
P -0.413 -0.198 -2.828
P 2.274 -0.491 -0.086
P -2.731 2.123 -0.574
H 4.117 2.857 2.129
C 3.320 3.483 2.593
C 2.464 3.091 3.483
H 2.482 2.065 3.967
C 0.507 0.604 -4.184
C 0.125 -1.938 -2.873
C -2.133 -0.273 -3.389
C 3.270 -0.116 1.397
C 2.124 -2.317 0.096
C 3.556 -0.391 -1.408
C -3.023 3.133 0.920
C -4.073 0.896 -0.590
C -3.016 3.262 -1.969
H 3.205 4.497 2.125
H 1.720 3.764 3.957
H 0.263 0.089 -5.120
H 1.584 0.553 -3.977
H 0.227 1.663 -4.236
H -0.227 -2.365 -3.820
H -0.316 -2.479 -2.030
H 1.213 -2.020 -2.802
H -2.106 -0.774 -4.371
H -2.590 0.721 -3.480
H -2.744 -0.857 -2.687
H 4.333 -0.347 1.207
H 2.922 -0.727 2.244
H 3.182 0.939 1.699
H 3.106 -2.761 -0.102
H 1.399 -2.730 -0.608
H 1.798 -2.581 1.106
H 4.315 -1.167 -1.264
H 4.024 0.596 -1.386
H 3.108 -0.512 -2.398
H -3.509 4.079 0.597
H -2.086 3.360 1.463
H -3.695 2.575 1.602
H -4.990 1.431 -0.281
H -3.842 0.054 0.096
H -4.205 0.504 -1.612
H -3.844 3.916 -1.654
H -3.296 2.674 -2.860
H -2.124 3.869 -2.195
C 0.652 5.125 -0.444
C 0.698 6.290 -1.297
C 0.877 7.560 -0.839
C 0.988 7.818 0.543
C 0.898 6.719 1.425
C 0.733 5.410 0.949
S 0.555 3.843 -1.535
H 0.469 1.947 0.968
H 0.613 6.120 -2.381
H 0.836 8.407 -1.514
H 1.132 8.828 0.923
H 0.916 6.941 2.520
H 0.656 4.604 1.673
C -3.335 -1.660 2.132
P -1.608 -1.871 1.661
C -0.631 -1.707 3.168
C -1.417 -3.558 1.100
O -1.170 -0.818 0.642
H -3.489 -0.603 2.382
H -3.604 -2.286 2.995
H -3.971 -1.930 1.280
H -0.892 -2.463 3.919
H 0.437 -1.802 2.935
H -0.812 -0.712 3.595
H -2.133 -3.754 0.281
H -0.388 -3.738 0.739
H -1.629 -4.235 1.949
```

Energy in eV: -77336.4994
Energy above the lowest of the compared OMol25 structures with the same formula, charge and spin in eV: 4.340
HOMO (alpha / beta) in eV: -16.637 / -15.722
Multiplicity: 1
Gap between HOMO and LUMO (alpha / beta) in eV: 5.214 / 3.772
Strongest force on any atom in eV Å⁻¹: 3.6
Charge: +3

Results of the Mulliken charge analysis, in e, for atoms 1 through 5:
1. Bi 1.2313
2. P 0.6325
3. P 0.6288
4. P 0.7598
5. H 0.3451

=====

Entry 3:
Here is 3 unconnected molecules or ions with the total composition C20H46N2O6S2 at a distorted geometry from OMol25. Energies are from the ωB97M-V functional and the def2-TZVPD basis.

Geometry as XYZ:
```
76
C20H46N2O6S2 | OMol25 | the ωB97M-V functional and the def2-TZVPD basis
C 1.394 2.929 -1.150
C 2.594 2.034 -0.482
C 2.325 0.415 -0.463
C 0.854 -0.037 0.100
C -0.353 -0.002 -1.028
C -1.559 -0.981 -0.424
C -1.707 -0.915 1.207
O -3.078 -1.284 1.651
C -3.027 -1.953 2.966
C -2.138 -1.398 4.260
O -3.743 -3.083 3.107
O 0.181 -0.604 -2.258
C -0.750 -0.458 -3.398
N -0.885 0.952 -3.928
C -2.247 1.236 -4.520
C -2.033 1.491 -6.137
C -0.079 -1.374 -4.627
N 0.616 -2.531 -3.928
C 1.262 -3.493 -4.899
C 2.677 -3.995 -4.161
O 0.784 -0.589 -5.524
C 2.034 -0.167 -4.873
H 1.747 4.061 -1.149
H 0.431 2.754 -0.473
H 1.129 2.557 -2.229
H 2.813 2.464 0.603
H 3.604 2.201 -1.096
H 3.125 -0.041 0.297
H 2.611 -0.011 -1.515
H 0.990 -1.142 0.531
H 0.625 0.643 1.047
H -0.832 1.058 -1.162
H -1.360 -2.048 -0.865
H -2.589 -0.620 -0.899
H -1.553 0.209 1.523
H -0.872 -1.585 1.682
H -1.991 -0.223 4.221
H -2.617 -1.710 5.297
H -1.089 -1.914 4.203
H -1.811 -0.969 -3.202
H -0.591 1.680 -3.241
H -3.034 0.378 -4.401
H -2.760 2.226 -4.093
H -2.858 2.245 -6.503
H -0.980 1.999 -6.336
H -2.132 0.492 -6.774
H -0.985 -1.807 -5.259
H -0.177 -3.080 -3.484
H 0.548 -4.444 -5.004
H 1.433 -3.076 -5.978
H 3.333 -4.678 -4.848
H 3.221 -3.013 -3.792
H 2.322 -4.558 -3.172
H 1.882 0.501 -3.912
H 2.794 -1.060 -4.666
H 2.596 0.534 -5.659
C 4.024 2.401 4.225
S 4.487 2.061 2.510
O 3.922 0.720 2.147
C 6.253 1.836 2.834
H 2.942 2.539 4.272
H 4.310 1.562 4.864
H 4.519 3.315 4.563
H 6.401 1.032 3.558
H 6.675 2.769 3.217
H 6.748 1.575 1.896
C -3.910 -0.362 7.537
S -4.633 1.155 6.866
O -4.174 2.293 7.728
C -6.338 0.772 7.334
H -2.828 -0.325 7.390
H -4.127 -0.439 8.605
H -4.317 -1.226 7.007
H -6.405 0.625 8.414
H -6.666 -0.129 6.810
H -6.975 1.611 7.042
```

Energy in eV: -58410.6276
Energy above the lowest of the compared OMol25 structures with the same formula, charge and spin in eV: 9.035
HOMO in eV: -8.618
Multiplicity: 1
Gap between HOMO and LUMO in eV: 8.929
Strongest force on any atom in eV Å⁻¹: 8.6
Charge: 0

Results of the Mulliken charge analysis, in e, for atoms 1 through 5:
1. C -0.6041
2. C -0.2507
3. C -0.2816
4. C -0.8067
5. C 0.4168

=====

Entry 4:
Here is 4 unconnected molecules or ions with the total composition C20H48BNO9PS at a distorted geometry from OMol25. Energies are from the ωB97M-V functional and the def2-TZVPD basis.

Geometry as XYZ:
```
81
C20H48BNO9PS | OMol25 | the ωB97M-V functional and the def2-TZVPD basis
C 0.793 -1.846 3.477
C 1.921 -1.598 2.305
C 1.731 -0.132 1.553
C 1.166 -0.290 -0.020
C -0.182 0.638 -0.311
C 0.309 2.144 -0.005
C 1.840 2.576 -0.383
C 2.315 2.357 -1.924
C -1.158 -0.174 0.794
N -1.794 -1.241 0.141
P -2.765 -2.180 1.306
O -2.354 -2.006 2.822
O -4.499 -1.836 1.232
O -2.460 -3.889 0.928
C -1.587 -1.331 -1.349
S -3.339 -1.913 -1.872
B -0.775 -2.521 -2.093
C 0.843 -2.552 -2.526
O -1.444 -3.830 -2.437
C -1.190 0.283 -1.591
C -2.681 0.963 -1.646
C -2.767 2.614 -1.552
O -4.227 2.929 -1.718
O -0.661 0.188 -2.944
C -0.428 1.438 -3.634
C -1.481 1.824 -4.831
C -1.186 3.406 -5.283
H 0.127 -2.815 3.290
H 1.288 -1.897 4.537
H 0.081 -0.888 3.460
H 2.967 -1.533 2.876
H 2.018 -2.502 1.570
H 1.104 0.604 2.200
H 2.843 0.283 1.416
H 2.009 -0.173 -0.818
H 0.917 -1.459 0.008
H -0.336 3.024 -0.449
H 0.219 2.300 1.178
H 2.679 2.148 0.311
H 1.878 3.758 -0.204
H 2.069 1.319 -2.402
H 3.472 2.618 -2.060
H 1.744 3.167 -2.590
H -1.183 0.142 1.918
H -4.930 -2.320 2.021
H -2.063 -4.306 1.769
H -3.656 -3.132 -1.261
H 0.858 -3.064 -3.603
H 1.323 -1.480 -2.553
H 1.376 -3.303 -1.801
H -1.475 -4.392 -1.586
H -3.392 0.653 -0.736
H -3.199 0.763 -2.704
H -2.239 3.179 -2.425
H -2.508 3.035 -0.472
H -4.739 2.100 -1.945
H -0.306 2.289 -2.841
H 0.638 1.349 -4.166
H -1.186 1.180 -5.774
H -2.612 1.772 -4.542
H -0.113 3.538 -5.759
H -1.267 4.155 -4.385
H -1.950 3.716 -6.143
C -7.560 -3.293 -1.421
O -6.635 -3.463 -2.480
H -8.535 -3.673 -1.737
H -7.220 -3.852 -0.546
H -7.647 -2.232 -1.178
H -5.781 -3.118 -2.170
C 5.006 0.447 4.368
O 4.750 -0.377 3.245
H 4.257 0.244 5.136
H 6.000 0.225 4.764
H 4.946 1.497 4.072
H 5.431 -0.175 2.581
C 7.626 1.414 7.179
O 7.625 2.200 6.001
H 6.683 0.866 7.241
H 8.457 0.705 7.144
H 7.725 2.065 8.052
H 8.473 2.674 5.973
```

Energy in eV: -62219.9350
HOMO in eV: -11.998
Multiplicity: 1
Gap between HOMO and LUMO in eV: 6.972
Strongest force on any atom in eV Å⁻¹: 7.1
Charge: +1

Results of the Mulliken charge analysis, in e, for atoms 1 through 5:
1. C -0.6945
2. C -0.2976
3. C -0.5491
4. C 0.0686
5. C 0.8487

=====

Entry 5:
Here is a molecular structure, C20H48GaN6O2P2 at a distorted geometry from OMol25. Energies are from the ωB97M-V functional and the def2-TZVPD basis.

Geometry as XYZ:
```
79
C20H48GaN6O2P2 | OMol25 | the ωB97M-V functional and the def2-TZVPD basis
Ga -5.763 2.591 -2.389
C -4.843 0.727 -2.256
C -3.547 0.690 -1.294
C -4.086 0.962 0.205
C -3.938 2.401 0.752
C -4.476 2.740 2.164
C -5.136 1.580 2.967
C -5.286 0.119 2.415
C -4.746 -0.225 0.979
H -5.913 3.338 -0.979
H -5.020 3.569 -3.433
H -7.278 2.283 -2.904
H -5.629 0.032 -1.761
H -4.638 0.269 -3.292
H -2.733 1.449 -1.560
H -3.054 -0.351 -1.370
H -3.467 3.197 0.091
H -4.385 3.817 2.531
H -5.548 1.841 4.010
H -5.794 -0.725 2.986
H -4.844 -1.276 0.546
O -1.119 -2.601 -1.330
P -0.092 -3.529 -0.655
N -1.077 -4.928 -0.768
C -2.390 -5.042 -0.157
C -1.117 -5.468 -2.128
N -0.128 -2.714 0.858
C -1.080 -2.978 1.918
C 0.047 -1.258 0.754
N 1.094 -4.615 0.092
C 0.863 -5.824 0.854
C 2.445 -4.091 0.226
H -2.795 -6.050 -0.303
H -3.107 -4.316 -0.555
H -2.340 -4.940 0.924
H -0.113 -5.788 -2.429
H -1.467 -4.720 -2.849
H -1.762 -6.347 -2.209
H -2.109 -2.770 1.604
H -0.870 -2.363 2.798
H -1.006 -4.005 2.277
H -0.893 -0.751 0.487
H 0.791 -1.015 -0.006
H 0.414 -0.835 1.696
H 0.094 -5.702 1.619
H 1.767 -6.157 1.373
H 0.571 -6.651 0.199
H 2.606 -3.660 1.221
H 2.630 -3.308 -0.515
H 3.194 -4.870 0.052
O 2.254 1.303 -0.267
P 3.215 2.335 0.347
N 2.292 3.706 -0.099
C 1.972 4.053 -1.473
C 1.100 3.869 0.741
N 4.533 1.946 -0.688
C 4.758 2.530 -1.995
C 4.815 0.508 -0.778
N 4.319 3.485 1.122
C 4.581 4.866 0.773
C 5.308 2.915 2.024
H 1.435 5.007 -1.514
H 1.366 3.290 -1.973
H 2.868 4.238 -2.060
H 1.402 4.040 1.780
H 0.462 2.979 0.712
H 0.497 4.730 0.445
H 3.941 2.306 -2.690
H 5.686 2.156 -2.439
H 4.901 3.609 -1.932
H 4.142 0.001 -1.486
H 4.699 0.034 0.198
H 5.850 0.327 -1.092
H 4.755 5.007 -0.295
H 5.468 5.254 1.286
H 3.752 5.512 1.078
H 6.262 2.748 1.511
H 4.963 1.953 2.415
H 5.479 3.561 2.890
```

Energy in eV: -105496.4281
HOMO in eV: -4.298
Multiplicity: 1
Gap between HOMO and LUMO in eV: 4.773
Strongest force on any atom in eV Å⁻¹: 7.3
Charge: -1

Results of the Mulliken charge analysis, in e, for atoms 1 through 5:
1. Ga 0.2825
2. C -0.8066
3. C -0.3779
4. C 0.6204
5. C -0.3459

=====

Entry 6:
Here is 8 unconnected molecules or ions with the total composition C20H49Br6Cl4N3O3 at a distorted geometry from OMol25. Energies are from the ωB97M-V functional and the def2-TZVPD basis.

Geometry as XYZ:
```
85
C20H49Br6Cl4N3O3 | OMol25 | the ωB97M-V functional and the def2-TZVPD basis
C -4.829 4.768 -2.860
O -5.576 5.617 -3.757
C -6.931 5.695 -3.446
C -7.627 6.619 -4.526
C -6.952 7.919 -4.887
N -8.995 6.866 -4.125
H -4.871 5.150 -1.840
H -3.757 4.709 -3.049
H -5.234 3.756 -2.868
H -7.385 4.721 -3.262
H -6.943 6.248 -2.507
H -7.678 6.090 -5.477
H -7.563 8.271 -5.719
H -5.888 7.844 -5.109
H -6.978 8.583 -4.023
H -9.495 5.995 -4.013
H -8.919 7.121 -3.150
C -6.696 -1.392 7.504
O -6.202 -2.131 6.379
C -4.791 -2.226 6.202
C -4.400 -2.939 4.811
C -4.977 -4.300 4.696
N -2.920 -2.997 4.665
H -6.406 -1.958 8.390
H -7.785 -1.364 7.556
H -6.246 -0.400 7.547
H -4.298 -1.257 6.128
H -4.306 -2.598 7.104
H -4.788 -2.254 4.057
H -5.082 -4.602 3.654
H -6.002 -4.370 5.060
H -4.539 -5.096 5.298
H -2.668 -3.232 5.615
H -2.676 -2.017 4.658
C 8.264 -2.313 -1.276
O 8.078 -3.696 -0.953
C 7.675 -4.542 -2.051
C 8.803 -4.912 -3.006
C 8.233 -5.713 -4.274
N 9.803 -5.743 -2.336
H 8.922 -2.192 -2.137
H 8.873 -1.915 -0.465
H 7.387 -1.670 -1.348
H 7.225 -5.443 -1.636
H 6.925 -4.012 -2.638
H 9.279 -4.006 -3.382
H 9.147 -5.830 -4.855
H 7.510 -5.030 -4.720
H 7.798 -6.654 -3.938
H 9.345 -6.543 -1.923
H 10.470 -6.008 -3.047
Br -1.801 2.945 3.012
C -1.505 4.583 4.071
C -1.461 5.833 3.300
Br 0.025 5.841 1.985
H -0.567 4.495 4.621
H -2.272 4.615 4.845
H -1.267 6.625 4.023
H -2.396 5.948 2.752
Br 5.656 -0.727 4.493
C 7.062 -1.861 5.367
C 8.199 -1.022 5.805
Br 9.360 -2.005 7.096
H 7.529 -2.592 4.708
H 6.522 -2.414 6.136
H 7.809 -0.179 6.376
H 8.717 -0.655 4.919
Br -1.244 0.789 -9.472
C -0.516 2.547 -8.919
C -1.397 3.032 -7.733
Br -0.923 4.906 -7.246
H -0.474 3.248 -9.752
H 0.520 2.426 -8.603
H -1.092 2.419 -6.884
H -2.476 2.928 -7.843
Cl 1.343 0.890 -2.021
C 1.514 -0.694 -1.194
Cl 1.726 -1.976 -2.385
H 2.438 -0.693 -0.617
H 0.658 -0.842 -0.536
Cl 2.341 -5.989 3.002
C 1.219 -6.582 1.793
Cl 2.114 -7.577 0.646
H 0.440 -7.203 2.237
H 0.870 -5.677 1.295
```

Energy in eV: -502488.4603
Energy above the lowest of the compared OMol25 structures with the same formula, charge and spin in eV: 2.417
HOMO in eV: -9.025
Multiplicity: 1
Gap between HOMO and LUMO in eV: 9.092
Strongest force on any atom in eV Å⁻¹: 2.8
SMILES: COC[C@H](C)N.COC[C@H](C)N.COC[C@H](C)N.BrCCBr.BrCCBr.BrCCBr.ClCCl.ClCCl
Charge: 0

Results of the Mulliken charge analysis, in e, for atoms 1 through 5:
1. C -0.7956
2. O -0.2713
3. C -0.7464
4. C 0.4695
5. C -1.3043